# 1
Computed, not measured: C23H36N4O2 in the gas phase, with the ωB97M-V functional and the def2-TZVPD basis.

Structure (XYZ):
```
65
Properties=species:S:1:pos:R:3
C -2.4634 4.1061 2.7536
C -1.1970 4.8562 3.1629
N -0.0163 4.1843 2.6941
C 0.5205 4.2240 1.4584
C 1.6033 3.3678 1.4514
C 2.4932 3.0341 0.2935
N 1.9487 2.0501 -0.6355
C 0.7569 2.5014 -1.3252
C 0.4120 1.4876 -2.4187
N 0.2100 0.1381 -1.9164
C -1.0969 -0.0684 -1.2926
C -1.3548 -1.5425 -1.0916
C -1.3859 -2.3415 -2.2230
C -1.5808 -3.7056 -2.1361
C -1.7628 -4.2950 -0.8936
O -1.9607 -5.6381 -0.7137
C -1.9722 -6.4725 -1.8438
C -1.7570 -3.5032 0.2654
C -1.9781 -4.1768 1.5918
C -1.5482 -2.1278 0.1652
C -1.5428 -1.2706 1.4023
C 1.3285 -0.2874 -1.0750
C 2.5546 -0.6475 -1.9256
C 2.2410 -1.7373 -2.9540
O 1.4020 -1.2926 -3.9857
C 1.6980 0.7646 -0.0149
C 1.6334 2.8400 2.7631
C 2.6016 1.8778 3.3553
N 0.6489 3.3473 3.4864
H -2.5387 4.0469 1.6698
H -3.3412 4.6191 3.1364
H -2.4427 3.0968 3.1574
H -1.1257 4.9033 4.2515
H -1.2104 5.8723 2.7576
H 0.1226 4.8600 0.6923
H 2.6993 3.9392 -0.2864
H 3.4428 2.6366 0.6622
H -0.1010 2.6169 -0.6369
H 0.9616 3.4729 -1.7815
H 1.2365 1.4591 -3.1351
H -0.4899 1.8031 -2.9491
H -1.2043 0.4844 -0.3520
H -1.8440 0.3221 -1.9927
H -1.2525 -1.8904 -3.1942
H -1.5894 -4.2915 -3.0406
H -2.7841 -6.2118 -2.5308
H -2.1357 -7.4797 -1.4623
H -1.0180 -6.4408 -2.3798
H -1.1162 -4.0438 2.2446
H -2.8577 -3.7716 2.0901
H -2.1300 -5.2399 1.4379
H -0.6001 -0.7324 1.4931
H -2.3497 -0.5392 1.3588
H -1.6746 -1.8616 2.3005
H 1.0059 -1.1992 -0.5578
H 3.3380 -1.0124 -1.2596
H 2.9302 0.2406 -2.4326
H 1.7841 -2.5976 -2.4376
H 3.1639 -2.0746 -3.4346
H 0.6599 -0.8451 -3.5428
H 0.8869 0.8337 0.7339
H 2.6060 0.4457 0.5011
H 3.6239 2.1849 3.1396
H 2.4533 0.8771 2.9506
H 2.4553 1.8442 4.4311
```

Results
HOMO-LUMO gap   0.3243 Ha
Structure (SMILES)   CCn1cc(CN2CCN(Cc3ccc(OC)c(C)c3C)[C@@H](CCO)C2)c(C)n1
ΔE to the lowest compared entry with this formula, charge and spin   300.9 kJ/mol


# 2
Computed, not measured: a molecular structure, C23H36N4O2S2Sn, with the ωB97M-V functional and the def2-TZVPD basis.

Structure (XYZ):
```
68
Properties=species:S:1:pos:R:3
Sn -0.1193 0.4488 -1.0856
C 1.1169 2.3599 1.0175
C 2.3011 1.9085 0.1741
N 1.9140 1.6038 -1.2339
C 1.7526 2.7872 -2.1132
C 0.3387 3.3263 -2.0843
C 0.0309 4.6238 -2.4449
C -1.2996 5.0246 -2.4185
C -2.2878 4.1249 -2.0288
C -1.9168 2.8417 -1.6848
C -2.9201 1.7772 -1.3045
N -2.3123 0.6738 -0.5150
C -2.3599 0.8493 0.9652
C -1.2745 1.7984 1.4485
N 0.0596 1.3209 1.0130
N -0.6256 2.4692 -1.7195
H 0.6835 3.2873 0.6415
H 1.4595 2.5535 2.0353
H 2.7188 0.9923 0.5942
H 3.0814 2.6711 0.1878
H 2.6379 1.0054 -1.6235
H 2.0054 2.4944 -3.1339
H 2.4540 3.5726 -1.8227
H 0.8139 5.3129 -2.7339
H -1.5665 6.0382 -2.6905
H -3.3274 4.4237 -1.9917
H -3.3266 1.3402 -2.2187
H -3.7541 2.2186 -0.7559
H -2.8041 -0.1850 -0.7501
H -2.2263 -0.1390 1.4087
H -3.3400 1.2203 1.2687
H -1.3218 1.8816 2.5352
H -1.4234 2.8006 1.0428
H 0.3709 0.5187 1.5765
O -0.7833 -0.2542 -2.9956
S -0.0489 -0.2066 -4.4023
C -1.2677 0.5219 -5.5302
C -2.1017 -0.6314 -6.0744
C -1.1029 -1.7568 -6.3311
C -0.2694 -1.8930 -5.0570
H -0.6664 0.9954 -6.3118
H -1.8001 1.2985 -4.9814
H -2.6170 -0.3244 -6.9832
H -2.8573 -0.9371 -5.3485
H -0.4622 -1.5145 -7.1803
H -1.5892 -2.7060 -6.5517
H 0.7135 -2.3410 -5.1903
H -0.8082 -2.4120 -4.2625
C 0.6488 -4.4068 7.8772
C 1.0080 -3.7780 6.6067
C 0.0023 -3.2437 5.7296
C 0.3456 -2.6607 4.5439
C 1.7038 -2.6209 4.1753
C 2.7258 -3.1129 5.0293
C 2.3847 -3.6874 6.2141
S 2.2482 -1.8956 2.6437
C 2.6113 -3.4503 1.8066
O 1.0947 -1.2621 1.9122
H -0.4151 -4.3884 8.0912
H 1.2120 -3.9398 8.6979
H 1.0093 -5.4478 7.8796
H -1.0346 -3.3255 6.0288
H -0.4050 -2.2636 3.8742
H 3.7666 -3.0263 4.7390
H 3.1457 -4.0765 6.8793
H 1.6953 -4.0309 1.7165
H 3.3718 -3.9911 2.3693
H 3.0086 -3.1762 0.8313
```

Results
HOMO-LUMO gap (spin up / spin down)   0.2472 / 0.2102 Ha
Charge   +4
ΔE to the lowest compared entry with this formula, charge and spin   1.9 kJ/mol


# 3
Computed, not measured: 2 unconnected molecules or ions with the total composition C23H37B2IN2O8S at a distorted geometry, with the ωB97M-V functional and the def2-TZVPD basis.

Structure (XYZ):
```
74
Properties=species:S:1:pos:R:3
C 0.6211 -1.9689 1.4763
C 1.6689 -1.2673 2.5544
C 1.5746 0.3675 2.6171
C 1.6694 1.1453 1.1890
C 3.1494 1.5436 0.6391
B 2.7367 2.3024 -0.8050
N 1.7304 3.4825 -0.8165
O 3.3094 1.9968 -2.1234
C 3.9052 2.8861 1.3074
O 3.5945 3.5936 2.3892
O 4.9836 3.0537 0.2879
C 5.5518 1.6688 0.1586
I 7.4151 1.9265 1.3070
N 6.1415 1.2910 -1.2172
C 6.7573 2.4831 -1.6159
S 7.6462 3.9434 -1.8932
C 4.4265 0.5486 0.6913
C 4.4735 -0.9041 -0.0353
C 3.6840 -1.1075 -1.4386
C 3.9995 -2.6889 -1.9005
O 2.2370 -1.0719 -1.1924
C 1.4493 -1.0265 -2.4341
C -0.1470 -1.0736 -1.9346
C -0.8432 -2.5442 -1.7326
C -2.4168 -2.5397 -1.1805
C -3.1439 -1.0924 -0.8600
C -2.4293 0.3793 -1.0984
C -0.8842 0.3745 -1.6443
B 5.1215 0.1269 2.1597
O 4.9001 0.8076 3.4479
O 6.0099 -1.0875 2.2905
H 1.2421 -2.6045 0.6830
H -0.1223 -1.2121 0.9765
H -0.0605 -2.7694 2.0365
H 1.3011 -1.6547 3.6231
H 2.7508 -1.7014 2.4274
H 2.3035 0.7966 3.4604
H 0.4842 0.6053 3.0461
H 1.0907 2.1771 1.3646
H 0.9985 0.5684 0.4012
H 0.7878 3.1471 -1.1127
H 2.1312 4.1789 -1.5042
H 2.5115 1.9825 -2.7619
H 4.0692 -1.7571 0.6966
H 5.6227 -1.1258 -0.2772
H 4.0582 -0.4716 -2.3463
H 2.9879 -3.3188 -1.9297
H 4.6544 -3.1970 -1.0520
H 4.5181 -2.7485 -2.9580
H 1.5810 -0.0222 -3.0415
H 1.6207 -1.9391 -3.1510
H -0.2435 -3.5511 -1.9636
H -2.9624 -3.5699 -0.9918
H -4.2570 -1.0585 -0.4304
H -2.9219 1.4184 -0.8756
H -0.2504 1.3657 -1.8241
H 4.3714 0.1796 4.0546
H 6.5524 -0.9928 3.1306
C -6.9320 -0.8062 1.1910
O -6.8929 0.3143 0.3143
C -7.4380 0.0118 -0.9733
C -8.8386 0.6069 -1.1364
O -9.7852 -0.0628 -0.2979
C -10.1252 0.7057 0.8505
H -6.6441 -0.4703 2.1900
H -7.9338 -1.2393 1.2448
H -6.2163 -1.5640 0.8573
H -7.4474 -1.0694 -1.1540
H -6.7732 0.4701 -1.7142
H -9.1678 0.4552 -2.1694
H -8.8325 1.6859 -0.9395
H -10.7221 1.5741 0.5534
H -9.2349 1.0338 1.3941
H -10.7273 0.0805 1.5158
```

Results
HOMO-LUMO gap   0.2884 Ha
Structure (SMILES)   CCCC[C@@]1(B(N)O)C(=O)O[C@](I)(N=C=S)[C@@]1(C[C@@H](C)OCc1ccccc1)B(O)O.COCCOC


# 4
Computed, not measured: 2 unconnected molecules or ions with the total composition C23H37BClF7NO7P at a distorted geometry, with the ωB97M-V functional and the def2-TZVPD basis.

Structure (XYZ):
```
78
Properties=species:S:1:pos:R:3
C 3.2099 -1.4616 0.8916
C 2.6506 -0.2793 1.6734
C 1.1405 -0.0583 1.4738
C 0.8243 0.1942 -0.0003
C -0.5308 0.8994 -0.3217
B -1.4786 -0.2019 -1.0556
O -2.1688 0.1684 -2.2040
C -1.6150 -1.6569 -0.5259
C -3.0007 -2.3060 -0.7409
C -1.2769 1.4444 0.8702
C -2.2545 0.6935 1.6768
C -3.6768 0.9590 1.0370
C -4.6885 1.4998 1.9665
F -4.9219 0.7436 3.0632
C -5.4553 2.5851 1.7858
F -5.0258 3.7597 1.3584
F -6.7404 2.6162 2.0500
N -0.9937 2.7031 1.0740
C -1.5662 3.5423 2.1247
C -0.8514 3.5532 3.4731
O -0.6338 4.5650 4.0262
Cl -0.3726 2.0312 4.2032
C -0.0322 3.2263 0.0671
C 1.3602 3.4021 0.6399
F 1.1115 4.1277 1.8297
C 2.3418 4.2083 -0.1905
C 3.4085 3.3727 -0.9262
C -0.3710 2.2519 -1.0814
P 0.5574 2.2783 -2.6586
O 1.6918 1.3705 -2.7175
O 0.9315 3.8054 -2.9681
O -0.5125 1.8848 -3.7770
H 2.6439 -2.3641 1.0833
H 3.2229 -1.2339 -0.1718
H 4.2514 -1.6019 1.1695
H 3.1413 0.6615 1.4017
H 2.8068 -0.3848 2.7483
H 0.8609 0.7770 2.1196
H 0.6078 -0.9372 1.8453
H 1.6278 0.8056 -0.4056
H 0.9101 -0.7545 -0.5176
H -3.0497 0.5158 -2.0390
H -1.2736 -1.7154 0.5069
H -0.8642 -2.2176 -1.0903
H -3.7532 -1.6254 -1.1303
H -2.8878 -3.1577 -1.4044
H -3.3362 -2.7393 0.1999
H -2.2914 1.0442 2.6989
H -2.0694 -0.3672 1.6081
H -4.0834 0.0283 0.6376
H -3.6091 1.6407 0.1863
H -2.6155 3.3065 2.2843
H -1.5133 4.5719 1.7885
H -0.4272 4.1948 -0.2470
H 1.8237 2.4715 0.9547
H 1.8475 4.9229 -0.8440
H 2.8792 4.7968 0.5506
H 3.3227 2.3153 -0.6913
H 3.3290 3.4611 -2.0038
H 4.4020 3.7130 -0.6524
H -1.3914 2.5417 -1.3613
H 0.1250 4.3392 -2.9397
H -1.4104 2.1373 -3.5336
C 1.3254 -7.1592 -0.3371
C 2.3565 -6.9772 -1.4481
O 2.0115 -6.0579 -2.4548
C 2.2535 -4.6316 -2.2011
O 3.4192 -4.3324 -1.7351
C 1.1398 -4.0306 -1.2951
F -0.1182 -4.5114 -1.5348
F 1.0349 -2.6840 -1.5301
F 1.3231 -4.1472 0.0314
H 0.3141 -7.1657 -0.7464
H 1.5033 -8.1034 0.1848
H 1.3856 -6.3682 0.4068
H 2.4445 -7.9353 -1.9709
H 3.3462 -6.7548 -1.0371
H 1.9734 -4.2097 -3.2009
```

Results
HOMO-LUMO gap   0.1331 Ha